[1]
The molecule C3H3NS2 in a non-equilibrium geometry. Source: the OMol25 dataset; level of theory: ωB97M-V/def2-TZVPD.

E_LUMO (spin up / spin down) ... -0.75 / -0.75 eV
Energy above the lowest of the compared OMol25 structures with the same formula, charge and spin ... 45.82 kcal per mole
Orbital gap (spin up / spin down) ... 6.9 / 6.9 eV
HOMO (spin up / spin down) ... -7.7 / -7.7 eV

Geometry as ORCA input:
```
! RIJCOSX wB97M-V def2-TZVPD def2/J DEFGRID3
* xyz 0 1
C 0.22 -1.22 -0.28
H 0.81 1.58 1.43
H 1.68 -0.43 0.89
C 0.65 -0.15 0.38
S -0.70 2.35 0.00
H -0.72 -3.05 -0.87
N -0.10 -2.15 -0.96
S -2.10 1.91 -1.25
C 0.26 1.17 0.65
*
```

Here are the Mulliken charges for atoms 1 to 2, given in e:
1. C 0.574
2. H 0.313

=====

[2]
The molecule C3H3NS3 in a non-equilibrium geometry. Source: the OMol25 dataset; level of theory: ωB97M-V/def2-TZVPD.

E_LUMO ... -2.00 eV
Energy above the lowest of the compared OMol25 structures with the same formula, charge and spin ... 109.95 kcal per mole
Orbital gap ... 6.8 eV
HOMO ... -8.8 eV
Structure (SMILES) ... S=CC(C=S)=NS

Geometry as ORCA input:
```
! RIJCOSX wB97M-V def2-TZVPD def2/J DEFGRID3
* xyz 0 1
H 3.03 -1.09 0.86
H -1.33 -1.74 0.52
C -1.67 -0.76 0.25
S -3.13 -0.17 -0.19
C 0.07 1.25 -0.39
C -0.36 -0.15 0.02
S 2.08 -0.23 -0.16
S -0.36 2.62 0.10
N 0.66 -1.05 -0.02
H 1.00 1.32 -1.00
*
```

Here are the Mulliken charges for atoms 1 to 2, given in e:
1. H 0.190
2. H 0.385

=====

[3]
The molecule C3H3NS3 in a non-equilibrium geometry. Source: the OMol25 dataset; level of theory: ωB97M-V/def2-TZVPD.

E_LUMO ... -1.45 eV
Energy above the lowest of the compared OMol25 structures with the same formula, charge and spin ... 54.98 kcal per mole
Orbital gap ... 7.5 eV
HOMO ... -9.0 eV
Structure (SMILES) ... C=NSC(=S)C=S

Geometry as ORCA input:
```
! RIJCOSX wB97M-V def2-TZVPD def2/J DEFGRID3
* xyz 0 1
C 2.30 -0.47 -0.21
S -2.99 -1.19 -0.30
S -2.32 2.20 -0.14
C -1.29 0.97 0.02
C -1.71 -0.43 0.36
N 1.04 -0.32 -0.05
H 2.68 -1.46 -0.18
H 3.01 0.37 -0.49
S 0.41 1.26 -0.16
H -1.13 -0.93 1.14
*
```

Here are the Mulliken charges for atoms 1 to 2, given in e:
1. C -0.199
2. S -0.145

=====

[4]
A structure of composition C3H3NaO4 in a non-equilibrium geometry. Source: the OMol25 dataset; level of theory: ωB97M-V/def2-TZVPD.

E_LUMO (spin up / spin down) ... -0.91 / -0.62 eV
Energy above the lowest of the compared OMol25 structures with the same formula, charge and spin ... 60.07 kcal per mole
Orbital gap (spin up / spin down) ... 6.0 / 7.4 eV
HOMO (spin up / spin down) ... -6.9 / -8.0 eV

Geometry as ORCA input:
```
! RIJCOSX wB97M-V def2-TZVPD def2/J DEFGRID3
* xyz 0 1
Na -1.07 -2.13 0.22
C -0.86 0.90 0.82
H 3.25 -0.86 -0.39
C 1.38 -0.66 -0.20
O -2.23 -0.38 -0.60
O -0.26 -0.12 1.27
O 1.37 0.29 -0.97
C -1.74 0.73 -0.34
O 2.54 -1.24 0.15
H -0.38 1.87 0.96
H -1.99 1.62 -0.93
*
```

Here are the Mulliken charges for atoms 1 to 2, given in e:
1. Na 0.935
2. C -0.159

=====

[5]
A cluster of 2 separate species, C3H3O2S in total in a non-equilibrium geometry. Source: the OMol25 dataset; level of theory: ωB97M-V/def2-TZVPD.

E_LUMO ... 3.57 eV
Energy above the lowest of the compared OMol25 structures with the same formula, charge and spin ... 57.01 kcal per mole
Orbital gap ... 5.4 eV
HOMO ... -1.8 eV

Geometry as ORCA input:
```
! RIJCOSX wB97M-V def2-TZVPD def2/J DEFGRID3
* xyz -1 1
H -0.10 -0.77 -0.07
H 0.15 -0.49 1.70
C 0.11 -0.01 0.81
O 1.67 1.70 -0.12
H -0.75 0.66 0.97
C 1.59 0.62 0.36
C 3.91 0.27 0.18
S 4.19 -1.08 -0.59
O 4.25 1.23 0.80
*
```

Here are the Mulliken charges for atoms 1 to 2, given in e:
1. H 0.178
2. H 0.356

=====

[6]
The ion C3H3O2S with charge -1 in a non-equilibrium geometry. Source: the OMol25 dataset; level of theory: ωB97M-V/def2-TZVPD.

E_LUMO ... 4.10 eV
Energy above the lowest of the compared OMol25 structures with the same formula, charge and spin ... 68.41 kcal per mole
Orbital gap ... 7.1 eV
HOMO ... -3.0 eV

Geometry as ORCA input:
```
! RIJCOSX wB97M-V def2-TZVPD def2/J DEFGRID3
* xyz -1 1
S -1.08 -0.30 1.09
O -0.58 0.46 2.22
O -2.40 0.11 0.65
H -0.78 1.20 -1.01
C 0.80 -0.24 -0.87
H 0.50 1.37 0.34
C 1.58 -1.19 -0.86
H 1.93 -2.16 -1.13
C 0.02 0.75 -0.43
*
```

Here are the Mulliken charges for atoms 1 to 2, given in e:
1. S 0.528
2. O -0.578